{"formula": "C42H96O20P2", "method": "wB97M-V/def2-TZVPD", "elements": ["C", "O", "P", "O", "O", "C", "O", "C", "H", "H", "H", "H", "H", "H", "H", "H", "H", "C", "O", "P", "O", "O", "C", "O", "C", "H", "H", "H", "H", "H", "H", "H", "H", "H", "C", "C", "C", "O", "C", "H", "H", "H", "H", "H", "H", "H", "H", "C", "C", "C", "O", "C", "H", "H", "H", "H", "H", "H", "H", "H", "C", "C", "C", "O", "C", "H", "H", "H", "H", "H", "H", "H", "H", "C", "C", "C", "O", "C", "H", "H", "H", "H", "H", "H", "H", "H", "C", "C", "C", "O", "C", "H", "H", "H", "H", "H", "H", "H", "H", "C", "C", "C", "O", "C", "H", "H", "H", "H", "H", "H", "H", "H", "C", "O", "C", "C", "O", "C", "H", "H", "H", "H", "H", "H", "H", "H", "H", "H", "C", "O", "C", "C", "O", "C", "H", "H", "H", "H", "H", "H", "H", "H", "H", "H", "C", "O", "C", "C", "O", "C", "H", "H", "H", "H", "H", "H", "H", "H", "H", "H"], "coordinates": [[1.3822, -1.9111, -0.1533], [0.3155, -1.2094, -0.8314], [-0.0688, 0.2723, -0.4874], [0.2282, 0.7285, 0.8723], [0.5814, 1.1009, -1.6601], [2.0149, 1.3328, -1.6543], [-1.5902, 0.2800, -0.8410], [-2.4072, 1.3787, -0.4290], [2.1604, -1.1608, 0.0009], [1.7226, -2.7055, -0.8024], [1.0192, -2.2087, 0.8276], [2.1356, 2.4150, -1.6566], [2.4447, 0.8309, -2.5108], [2.4235, 1.0283, -0.6880], [-3.2284, 0.9774, 0.1671], [-2.8656, 1.8231, -1.3119], [-1.8765, 2.1279, 0.1544], [-1.9503, -2.3418, 2.0863], [-3.2945, -1.9270, 2.4191], [-3.9263, -2.1496, 3.8357], [-3.4374, -3.2636, 4.6390], [-5.4697, -2.2254, 3.4895], [-6.3843, -2.0931, 4.5704], [-3.7567, -0.7381, 4.5485], [-3.6872, 0.4775, 3.7875], [-1.3756, -1.4321, 1.9174], [-2.0637, -2.8754, 1.1460], [-1.5422, -2.9506, 2.8892], [-5.9561, -2.4756, 5.5020], [-7.2875, -2.6520, 4.3481], [-6.6205, -1.0441, 4.7643], [-4.4862, 0.5231, 3.0462], [-2.6955, 0.5591, 3.3490], [-3.8434, 1.3052, 4.4763], [-0.4427, 0.2968, -4.9094], [-1.0784, -0.8587, -4.1287], [0.0390, -1.9386, -4.1206], [0.9666, -1.5561, -5.1123], [1.0009, -0.1444, -5.1083], [-0.4879, 1.2197, -4.3266], [-0.9660, 0.4773, -5.8464], [-1.9979, -1.2362, -4.5768], [-1.3144, -0.6396, -3.0883], [-0.2805, -2.9663, -4.2850], [0.4822, -1.8872, -3.1172], [1.4711, 0.2542, -6.0027], [1.6796, 0.2024, -4.3132], [3.2453, -4.7188, 3.6696], [3.3193, -4.2247, 2.2430], [3.5910, -2.7197, 2.4627], [3.8415, -2.5299, 3.8530], [4.2516, -3.8181, 4.3568], [3.4195, -5.7810, 3.8332], [2.2627, -4.4012, 4.0245], [2.3873, -4.3923, 1.7000], [4.1181, -4.6849, 1.6586], [2.7426, -2.0962, 2.1857], [4.4488, -2.3932, 1.8594], [4.2415, -3.8027, 5.4433], [5.2855, -3.9726, 4.0211], [1.6592, 4.0598, -4.9464], [3.0400, 3.4358, -5.0043], [2.9820, 2.4644, -6.2130], [1.6491, 2.5480, -6.7204], [1.1188, 3.8120, -6.3386], [1.6063, 5.0973, -4.6230], [1.0313, 3.4747, -4.2643], [3.3826, 3.0616, -4.0359], [3.8439, 4.1505, -5.2150], [3.2454, 1.4391, -5.9785], [3.6102, 2.9273, -6.9794], [0.0417, 3.7990, -6.4896], [1.5056, 4.5590, -7.0541], [6.2239, 0.5623, -0.3862], [7.5745, 0.6347, 0.3401], [7.3915, 1.8632, 1.2279], [6.0346, 1.7332, 1.6686], [5.2858, 1.4072, 0.5116], [5.9063, -0.4721, -0.5101], [6.2560, 0.9400, -1.4109], [8.4421, 0.7466, -0.3074], [7.6533, -0.2260, 1.0008], [7.5333, 2.8356, 0.7461], [7.9845, 1.7952, 2.1397], [5.0497, 2.3380, -0.0221], [4.3701, 0.8919, 0.7937], [4.5664, -4.0803, -3.5975], [4.1064, -3.5068, -2.2643], [4.5813, -2.0226, -2.4271], [4.5838, -1.7902, -3.8337], [4.1645, -2.9582, -4.5354], [4.0501, -5.0129, -3.8388], [5.6391, -4.2756, -3.6250], [4.5750, -3.9753, -1.3985], [3.0232, -3.6031, -2.1923], [5.6023, -2.0157, -2.0491], [3.8649, -1.3771, -1.9178], [4.6633, -3.0390, -5.5006], [3.0838, -2.9702, -4.7109], [-0.2249, -5.6248, 0.9816], [-0.0757, -6.1840, 2.3780], [-1.4671, -6.1253, 2.9909], [-2.3348, -6.0813, 1.8693], [-1.5936, -6.1045, 0.6063], [0.5928, -5.9348, 0.3295], [-0.1636, -4.5338, 1.0676], [0.7582, -5.7937, 2.9756], [0.3876, -7.1846, 2.3340], [-1.5474, -5.2940, 3.6965], [-1.6199, -7.0249, 3.5959], [-2.2026, -5.5088, -0.0730], [-1.6727, -7.1512, 0.2967], [2.6047, 6.7162, 2.2996], [1.2452, 6.6513, 2.6244], [0.9723, 6.4131, 3.9930], [1.3810, 5.0395, 4.4801], [0.6118, 3.9859, 3.9192], [1.1049, 3.4794, 2.7028], [3.1858, 7.1672, 3.1141], [2.7616, 7.3705, 1.4377], [3.0188, 5.7425, 2.0155], [-0.0962, 6.6039, 4.0844], [1.4952, 7.1473, 4.6300], [1.2206, 4.9600, 5.5567], [2.4417, 4.8802, 4.2541], [2.1434, 3.1364, 2.7331], [0.9662, 4.2405, 1.9234], [0.4733, 2.6585, 2.3646], [-3.0002, -3.5756, -2.5416], [-4.1136, -3.0451, -1.8788], [-3.8454, -1.8024, -1.2604], [-5.0418, -1.4092, -0.4290], [-5.8773, -0.5401, -1.1796], [-6.9085, 0.0149, -0.4098], [-2.0837, -3.4537, -1.9491], [-2.8621, -3.1496, -3.5434], [-3.1701, -4.6427, -2.7026], [-3.6053, -1.0284, -1.9921], [-3.0257, -1.9248, -0.5402], [-4.7995, -0.9574, 0.5416], [-5.6436, -2.2923, -0.1651], [-7.4908, 0.6304, -1.0893], [-6.5394, 0.5764, 0.4555], [-7.5346, -0.8109, -0.0378], [-5.1853, 3.5961, -0.0870], [-5.0155, 3.1944, 1.2472], [-4.6484, 4.2463, 2.1148], [-5.7828, 5.1787, 2.4544], [-5.8979, 6.2318, 1.5134], [-7.2327, 6.6026, 1.2546], [-5.1292, 2.7032, -0.7192], [-4.4023, 4.2594, -0.4717], [-6.1557, 4.0476, -0.3236], [-3.7694, 4.8051, 1.7673], [-4.3033, 3.7716, 3.0381], [-5.6179, 5.6168, 3.4484], [-6.7108, 4.5963, 2.5033], [-7.2246, 7.5614, 0.7387], [-7.7874, 6.7812, 2.1847], [-7.7279, 5.8350, 0.6525]], "forces_ev_per_a": [[-0.4, 1.6, 0.2], [-0.2, -1.0, -0.1], [-0.2, 0.1, 0.3], [0.5, -0.1, 0.2], [0.3, 0.4, -0.3], [-0.9, 0.5, 0.9], [0.0, 0.0, -0.3], [-0.9, 0.1, 0.0], [0.4, -0.5, 0.1], [-0.1, -0.2, 0.1], [0.1, -0.4, -0.1], [0.2, 0.0, -0.5], [0.2, 0.0, 0.0], [0.2, -0.3, -0.2], [0.1, 0.0, 0.1], [0.3, 0.1, -0.1], [0.2, -0.1, 0.0], [-0.7, 0.3, -0.1], [-0.1, -0.1, -0.4], [-0.1, 0.2, 0.4], [0.3, 0.0, 0.1], [0.0, 0.1, -0.6], [0.0, 0.1, 0.8], [0.1, 0.1, 0.3], [-0.2, -0.1, 0.3], [0.2, 0.0, 0.1], [0.3, -0.3, 0.1], [0.1, -0.1, -0.1], [0.0, -0.2, -0.1], [0.0, 0.0, -0.2], [0.0, 0.0, -0.3], [0.2, -0.1, -0.2], [-0.1, 0.1, -0.2], [0.1, -0.1, 0.1], [-0.2, 0.5, 0.6], [0.1, -0.9, 0.1], [-0.3, 0.5, 0.5], [0.2, -0.4, -0.4], [0.4, 0.3, 0.0], [0.0, 0.0, -0.1], [0.2, -0.1, -0.1], [0.1, 0.1, -0.2], [-0.1, 0.3, -0.1], [-0.1, 0.0, -0.3], [0.3, -0.1, -0.1], [-0.3, -0.4, -0.4], [-0.4, 0.0, 0.3], [0.2, -0.2, 0.4], [-0.1, 0.2, -0.5], [0.1, 0.1, -0.2], [0.3, -0.2, 0.1], [-0.1, 0.9, -0.5], [-0.1, 0.0, -0.1], [0.0, -0.4, 0.4], [0.0, 0.0, 0.0], [0.1, -0.1, 0.1], [0.0, 0.1, 0.1], [0.0, 0.0, 0.1], [-0.2, 0.1, 0.0], [0.0, -0.4, 0.1], [-0.9, -0.4, 0.3], [1.2, 0.4, 0.2], [-0.4, 1.3, 0.1], [-0.3, -0.6, 0.4], [0.6, 0.3, -1.1], [0.2, 0.1, -0.1], [0.1, 0.1, 0.1], [-0.4, -0.6, -0.1], [-0.4, 0.3, -0.2], [0.0, -0.1, -0.2], [0.4, -0.6, -0.1], [-0.1, -0.2, 0.4], [0.0, 0.1, 0.2], [-0.1, -0.3, -0.3], [-0.2, 0.8, -0.1], [-0.5, -0.6, 0.9], [0.0, 0.1, 0.0], [0.4, 0.1, -0.5], [-0.1, 0.0, 0.3], [0.1, 0.3, 0.1], [0.0, -0.3, -0.1], [0.3, -0.1, -0.1], [0.1, -0.1, -0.2], [0.2, 0.3, -0.1], [-0.3, -0.1, 0.0], [0.0, 0.1, 0.2], [-0.6, -0.7, -0.1], [0.7, 0.5, -0.1], [-0.9, -2.0, -0.3], [-0.1, 0.7, -0.2], [0.3, -0.6, 0.2], [0.1, 0.0, 0.0], [0.0, 0.2, 0.0], [-0.1, 0.0, 0.0], [0.0, 0.1, 0.0], [0.0, 0.7, 0.1], [0.4, 0.5, 0.0], [0.1, 0.4, 0.0], [0.0, 0.2, 0.1], [0.8, 0.6, 0.1], [1.9, -1.1, 0.6], [1.1, -0.7, 0.0], [-0.3, 0.5, 0.0], [-1.5, -0.4, 1.3], [-0.2, -0.1, -0.1], [-0.3, 0.0, -0.3], [-0.6, 1.1, 0.0], [-1.1, -0.4, -0.4], [-0.5, 0.3, -0.5], [-0.4, -0.1, -0.2], [0.4, 0.2, -0.1], [0.6, 0.1, -0.4], [0.6, 0.3, -0.2], [-0.2, 0.2, -0.1], [0.1, 0.3, 0.0], [-0.4, -0.5, -0.4], [0.1, -0.1, 0.4], [-0.7, 0.4, -1.0], [0.1, -0.2, 0.1], [-0.4, 0.0, 0.0], [0.0, -0.1, 0.3], [0.0, -0.3, 0.2], [0.0, 0.0, -0.2], [0.1, 0.2, 0.0], [0.1, 0.0, 0.2], [0.0, 0.1, 0.2], [0.5, 0.0, 0.0], [0.1, -0.2, 0.4], [0.1, -0.4, -0.3], [-0.1, 0.0, 0.0], [-0.2, -0.4, 0.8], [-1.1, 0.1, -0.1], [0.7, 0.4, -0.2], [-0.2, -0.8, -0.1], [0.0, 0.1, -0.1], [0.1, 0.3, 0.2], [-0.1, 0.0, 0.2], [0.1, 0.1, 0.0], [0.3, 0.1, -0.4], [0.4, 0.2, -0.2], [0.3, -0.2, -0.1], [-0.1, 0.2, 0.2], [0.1, 0.2, -0.1], [-0.2, 0.3, 0.1], [-0.1, -0.5, -1.2], [0.3, 0.2, -0.1], [0.3, -0.1, 0.6], [-0.2, 0.3, 0.2], [0.1, -0.1, -0.2], [0.1, 0.3, 0.3], [-0.1, -0.1, 0.2], [0.1, 0.2, 0.4], [0.0, 0.2, 0.4], [-0.2, 0.0, -0.4], [-0.2, -0.1, 0.0], [0.0, -0.1, 0.0], [0.0, 0.0, 0.0], [0.1, -0.1, -0.3], [0.0, -0.2, 0.0], [-0.2, 0.1, 0.0]], "homo_lumo_gap_ev": 9.568, "smiles": "COP(=O)(OC)OC.COP(=O)(OC)OC.C1CCOC1.C1CCOC1.C1CCOC1.C1CCOC1.C1CCOC1.C1CCOC1.COCCOC.COCCOC.COCCOC", "largest_force_ha_per_bohr": 0.04524, "e_lumo_ev": 0.44, "total_energy_ha": -3845.30060, "homo_ev": -9.12}